Entry 1:
{"formula": "C20H14Cl2N6O6PtS3", "method": "ωB97M-V/def2-TZVPD", "species": ["Pt", "Cl", "C", "C", "C", "Cl", "C", "C", "C", "C", "N", "C", "C", "O", "H", "H", "H", "H", "N", "C", "C", "C", "C", "C", "C", "S", "O", "O", "N", "C", "N", "C", "C", "C", "N", "H", "H", "H", "H", "H", "H", "H", "H", "H", "N", "C", "H", "O", "S", "O", "O", "S"], "xyz": [[0.761, -0.070, 0.997], [1.900, -4.309, 3.762], [2.783, -3.653, 2.431], [3.892, -4.342, 1.938], [4.613, -3.857, 0.876], [6.003, -4.734, 0.321], [4.236, -2.657, 0.243], [4.890, -2.084, -0.868], [4.430, -0.908, -1.398], [3.295, -0.300, -0.844], [2.666, -0.823, 0.184], [3.111, -1.963, 0.757], [2.364, -2.424, 1.900], [1.402, -1.732, 2.383], [4.186, -5.267, 2.413], [5.750, -2.583, -1.293], [4.923, -0.446, -2.241], [2.896, 0.623, -1.243], [-4.576, 3.168, -3.964], [-3.923, 2.768, -2.815], [-4.669, 2.116, -1.796], [-4.104, 1.895, -0.539], [-2.810, 2.226, -0.271], [-1.872, 2.639, -1.381], [-2.604, 3.055, -2.611], [-2.214, 1.967, 1.362], [-1.175, 2.962, 1.657], [-3.310, 1.965, 2.275], [-1.385, 0.594, 1.276], [-1.944, -0.618, 1.106], [-3.249, -0.872, 1.216], [-3.609, -2.147, 1.183], [-2.707, -3.189, 1.019], [-1.390, -2.825, 0.791], [-1.019, -1.557, 0.803], [-5.423, 2.687, -4.209], [-4.021, 3.507, -4.728], [-5.706, 1.867, -1.976], [-4.702, 1.498, 0.271], [-1.283, 1.741, -1.642], [-2.022, 3.599, -3.345], [-4.672, -2.333, 1.295], [-3.015, -4.223, 1.037], [-0.616, -3.552, 0.575], [3.796, 2.655, 1.027], [2.866, 2.285, 1.672], [3.826, 3.288, 0.243], [1.472, 4.059, -0.684], [0.417, 3.170, -0.214], [0.625, 1.745, -0.584], [-0.897, 3.650, -1.068], [1.811, 1.738, 2.702]], "nbo_charge": [1.1792, 0.0148, -0.1417, -0.1944, -0.0853, -0.0068, -0.1165, -0.1107, -0.2658, 0.0556, -0.4941, 0.1633, 0.3260, -0.7075, 0.2409, 0.2347, 0.2279, 0.2149, -0.7969, 0.1400, -0.2115, -0.1125, -0.3634, 0.0154, -0.2293, 2.3384, -0.9526, -0.9010, -0.9769, 0.5575, -0.4898, 0.1128, -0.3533, 0.1194, -0.5319, 0.3863, 0.3882, 0.2111, 0.2517, 0.2375, 0.2153, 0.1994, 0.2324, 0.2135, -0.6365, 0.2275, 0.4416, -0.8414, 2.0990, -0.9538, -0.6646, 0.0942], "multiplicity": 5, "largest_force_ev_per_a": 2.11, "e_homo_ev": [-7.48, -7.43], "relative_energy_kcal_mol": 22.5, "total_energy_ev": -102985.3568}



Entry 2:
{"formula": "C23H33N3O3S", "method": "ωB97M-V/def2-TZVPD", "species": ["C", "C", "C", "N", "C", "O", "C", "N", "C", "C", "S", "C", "C", "O", "N", "C", "C", "C", "C", "C", "O", "C", "C", "C", "C", "C", "C", "C", "C", "C", "H", "H", "H", "H", "H", "H", "H", "H", "H", "H", "H", "H", "H", "H", "H", "H", "H", "H", "H", "H", "H", "H", "H", "H", "H", "H", "H", "H", "H", "H", "H", "H", "H"], "xyz": [[0.172, -1.508, -0.189], [1.162, -1.394, -1.348], [2.283, -2.428, -1.226], [0.487, -1.472, -2.638], [0.421, -0.464, -3.525], [-0.089, -0.573, -4.627], [1.036, 0.901, -3.151], [0.511, 1.495, -1.952], [1.264, 2.071, -0.965], [0.454, 2.537, 0.030], [0.926, 3.377, 1.504], [2.542, 2.591, 1.863], [2.318, 1.116, 2.125], [2.556, 0.258, 1.296], [1.820, 0.858, 3.347], [1.357, -0.440, 3.766], [-0.122, -0.370, 4.166], [-1.043, 0.203, 3.065], [-1.628, 1.471, 3.693], [-1.443, 1.202, 5.186], [-0.221, 0.502, 5.285], [-0.890, 2.260, -0.358], [-2.133, 2.504, 0.221], [-3.259, 2.085, -0.450], [-3.170, 1.445, -1.690], [-1.954, 1.204, -2.291], [-0.809, 1.609, -1.614], [-0.172, -2.743, -2.966], [0.478, -3.415, -4.175], [-1.673, -2.548, -3.179], [0.697, -1.258, 0.728], [-0.650, -0.808, -0.322], [-0.234, -2.512, -0.095], [1.637, -0.419, -1.266], [2.948, -2.368, -2.085], [1.903, -3.443, -1.149], [2.855, -2.204, -0.330], [2.121, 0.803, -3.057], [0.826, 1.549, -4.012], [2.334, 2.081, -1.037], [3.208, 2.745, 1.017], [2.926, 3.109, 2.741], [1.567, 1.617, 3.963], [1.505, -1.138, 2.941], [1.936, -0.774, 4.633], [-0.451, -1.378, 4.460], [-1.827, -0.511, 2.817], [-0.488, 0.425, 2.156], [-1.049, 2.346, 3.396], [-2.670, 1.629, 3.429], [-2.265, 0.583, 5.573], [-1.357, 2.104, 5.794], [-2.198, 3.016, 1.168], [-4.234, 2.259, -0.019], [-4.077, 1.140, -2.190], [-1.893, 0.724, -3.255], [-0.035, -3.390, -2.097], [1.543, -3.561, -4.004], [0.344, -2.801, -5.059], [0.017, -4.384, -4.345], [-2.113, -2.029, -2.331], [-1.852, -1.968, -4.079], [-2.154, -3.517, -3.286]], "nbo_charge": [-0.6337, -0.0349, -0.6211, -0.4446, 0.6826, -0.6490, -0.2952, -0.3665, -0.0106, -0.2710, 0.2579, -0.6062, 0.6736, -0.6482, -0.6146, -0.2370, 0.0875, -0.4381, -0.4408, -0.0653, -0.5417, -0.1197, -0.1947, -0.2242, -0.2176, -0.2588, 0.2036, -0.0301, -0.6216, -0.6241, 0.2346, 0.2212, 0.1998, 0.2239, 0.2100, 0.2006, 0.2319, 0.2259, 0.2326, 0.2210, 0.2359, 0.2402, 0.4057, 0.2315, 0.2049, 0.1751, 0.2158, 0.2278, 0.2159, 0.2169, 0.1585, 0.1918, 0.2162, 0.2100, 0.2145, 0.2355, 0.2001, 0.2052, 0.2390, 0.2073, 0.2117, 0.2349, 0.2082], "largest_force_ev_per_a": 0.63, "e_homo_ev": -7.63, "relative_energy_kcal_mol": 20.9, "total_energy_ev": -45836.2732, "smiles": "CC(C)N(C(=O)Cn1cc(SCC(=O)NC[C@@H]2CCCO2)c2ccccc21)C(C)C"}



Entry 3:
{"formula": "C32H26KN6O4S", "method": "ωB97M-V/def2-TZVPD", "species": ["K", "C", "C", "C", "C", "C", "C", "N", "N", "C", "C", "C", "C", "C", "C", "H", "H", "H", "H", "H", "H", "H", "H", "H", "C", "C", "C", "C", "C", "N", "C", "O", "N", "C", "C", "C", "C", "N", "C", "C", "C", "H", "H", "H", "H", "H", "H", "H", "H", "H", "H", "H", "H", "H", "O", "S", "O", "N", "C", "O", "C", "C", "C", "C", "C", "C", "H", "H", "H", "H"], "xyz": [[0.335, -0.307, -0.546], [-1.500, 2.827, 4.799], [-2.417, 1.795, 4.652], [-2.227, 0.818, 3.691], [-1.092, 0.840, 2.875], [-0.175, 1.885, 3.024], [-0.386, 2.872, 3.967], [-0.782, -0.191, 1.994], [-1.706, -0.706, 1.327], [-1.427, -1.901, 0.676], [-0.714, -2.888, 1.389], [-0.422, -4.106, 0.813], [-0.867, -4.371, -0.477], [-1.628, -3.415, -1.146], [-1.870, -2.131, -0.651], [-1.644, 3.582, 5.561], [-3.297, 1.763, 5.285], [-2.936, 0.008, 3.569], [0.697, 1.915, 2.379], [0.315, 3.692, 4.056], [-0.501, -2.701, 2.439], [0.119, -4.854, 1.381], [-0.614, -5.315, -0.951], [-2.023, -3.671, -2.129], [-3.683, -2.275, -2.534], [-2.981, -1.143, -3.229], [-1.690, -1.300, -3.718], [-1.036, -0.264, -4.357], [-1.659, 0.969, -4.528], [-0.946, 1.976, -5.217], [-1.178, 3.322, -5.351], [-0.847, 3.930, -6.357], [-1.769, 3.992, -4.299], [-1.834, 3.684, -2.932], [-2.591, 4.499, -2.096], [-2.731, 4.159, -0.761], [-2.132, 2.994, -0.305], [-1.378, 2.236, -1.092], [-1.200, 2.584, -2.356], [-2.947, 1.142, -4.034], [-3.589, 0.095, -3.389], [-3.436, -3.229, -3.002], [-4.765, -2.143, -2.564], [-3.367, -2.319, -1.488], [-1.179, -2.244, -3.575], [-0.021, -0.401, -4.714], [-0.311, 1.640, -5.922], [-1.953, 4.953, -4.538], [-3.066, 5.388, -2.496], [-3.311, 4.780, -0.091], [-2.260, 2.648, 0.715], [-0.536, 1.955, -2.933], [-3.456, 2.087, -4.156], [-4.586, 0.255, -2.995], [3.254, 2.864, -0.122], [3.077, 2.233, -1.407], [2.563, 3.076, -2.458], [2.219, 0.877, -1.287], [2.930, -0.220, -1.555], [2.492, -1.373, -1.520], [4.359, 0.089, -1.923], [5.349, -0.819, -2.249], [6.613, -0.332, -2.560], [6.865, 1.036, -2.541], [5.865, 1.945, -2.213], [4.616, 1.447, -1.908], [5.121, -1.877, -2.255], [7.407, -1.021, -2.818], [7.855, 1.399, -2.785], [6.062, 3.009, -2.199]], "nbo_charge": [0.8891, -0.2262, -0.2312, -0.1787, 0.0833, -0.2065, -0.2103, -0.2378, -0.1344, 0.0333, -0.2509, -0.2707, -0.2004, -0.3009, -0.3967, 0.2054, 0.2057, 0.2186, 0.2347, 0.2132, 0.1988, 0.1982, 0.1888, 0.1760, -0.6642, 0.0249, -0.2000, -0.2150, 0.1074, -0.6338, 0.7946, -0.6509, -0.6443, 0.1876, -0.2344, -0.2495, 0.0188, -0.4213, 0.0063, -0.2491, -0.1916, 0.1908, 0.1918, 0.2890, 0.2200, 0.2057, 0.4127, 0.4069, 0.2047, 0.2141, 0.2015, 0.2194, 0.2122, 0.2051, -0.9587, 2.3006, -0.9556, -0.9690, 0.6138, -0.6801, -0.1465, -0.1707, -0.2164, -0.2082, -0.2224, -0.2182, 0.2314, 0.2076, 0.2078, 0.2244], "total_charge": -1, "largest_force_ev_per_a": 2.52, "e_homo_ev": -3.76, "relative_energy_kcal_mol": 48.0, "total_energy_ev": -77896.9378}



Entry 4:
{"formula": "C4H6I2", "method": "ωB97M-V/def2-TZVPD", "species": ["C", "C", "I", "C", "C", "I", "H", "H", "H", "H", "H", "H"], "xyz": [[-0.139, -0.399, 1.469], [-0.483, -0.081, -0.038], [-2.542, -0.184, -0.594], [0.411, -0.546, -1.137], [0.255, 0.943, -0.839], [1.937, 1.979, 0.063], [-0.928, -0.014, 2.088], [0.635, 0.123, 1.878], [-0.091, -1.559, 1.617], [-0.088, -0.832, -2.064], [1.235, -1.148, -1.030], [-0.203, 1.718, -1.413]], "nbo_charge": [-0.6253, -0.1535, 0.1138, -0.4558, -0.3284, 0.0604, 0.2253, 0.2310, 0.2219, 0.2280, 0.2350, 0.2477], "largest_force_ev_per_a": 4.68, "e_homo_ev": -9.31, "relative_energy_kcal_mol": 7.7, "total_energy_ev": -20444.9580, "smiles": "C[C@]1(I)C[C@@H]1I"}